15
Properties=species:S:1:pos:R:3 method="wB97M-V/def2-TZVPD" energy_ev=-6356.89348 smiles="CC=O.CC" orbital_gap_ev=10.8675 homo_ev=-9.924 spin_multiplicity=1 lumo_energy_ev=0.94
C -0.463 -0.436 2.124
C -1.509 -1.112 1.251
H -0.211 0.515 1.642
H 0.409 -1.086 2.204
H -0.859 -0.282 3.128
H -1.459 -2.203 1.308
H -2.525 -0.818 1.518
H -1.392 -0.849 0.200
O 2.841 0.363 -1.762
C 1.649 0.216 -1.717
C 0.742 1.397 -2.044
H 1.122 -0.745 -1.540
H 1.324 2.101 -2.657
H 0.486 1.978 -1.157
H -0.154 0.960 -2.496